Density functional theory data (the ωB97M-V functional and the def2-TZVPD basis) for a molecular structure, C18H10Cl3GeN4O7PdS.

Each line ends with the Löwdin spin population.
Element x y z (Å)
C  2.21795  -2.34119  3.74447  0.1697
C  0.61417  0.60993  0.70169  0.0053
N  1.55680  -2.16471  -6.76074  -0.0037
N  -3.45316  5.50639  0.88951  -0.0001
N  -1.47956  4.20511  0.88095  0.0000
Pd  1.07156  -2.60609  0.70020  1.2204
C  -2.06333  0.58091  1.13464  0.0024
H  1.68281  0.57082  0.52854  0.0010
Ge  1.27021  -5.12573  0.66640  0.1491
C  -1.30310  -0.57367  1.11528  0.0052
Cl  1.38898  -6.92875  1.98396  0.0966
O  -1.72291  7.71880  1.83959  0.0000
H  -4.20810  2.24363  0.92945  0.0000
N  0.00953  -0.56153  0.89933  0.0636
C  0.15716  -2.15841  -3.55568  0.0090
C  -2.20555  3.09209  0.91282  0.0000
C  -3.59138  3.12924  0.92402  -0.0001
C  -2.12433  5.36724  0.87018  0.0000
C  3.75820  -1.96309  2.18250  0.2298
H  3.30486  -2.93581  -1.46270  0.0058
O  4.79587  -1.77632  2.72521  0.1855
C  1.19398  -2.54493  -1.39630  0.1796
O  0.21774  6.48414  1.00941  0.0000
H  -3.12374  0.50335  1.32495  0.0003
H  3.47910  -2.74725  -3.91431  0.0015
H  -5.24367  4.50674  0.91794  0.0000
O  3.21157  -2.01943  1.09355  0.1928
O  2.71252  -2.23068  4.81492  0.1407
Cl  -0.91751  -4.38857  1.17404  0.0817
H  -0.72198  -1.94469  -4.15076  0.0015
H  -0.89575  -2.12977  -1.70555  0.0048
C  1.48424  -2.24005  -5.61416  -0.0008
H  -1.74693  -1.54814  1.28433  0.0002
Cl  0.85746  -6.13292  -1.26675  0.0465
C  2.41669  -2.71550  -2.04457  0.0258
H  0.44347  2.75482  0.55424  0.0003
C  -1.44249  1.80594  0.91985  -0.0006
C  -0.06825  1.81485  0.70766  0.0020
C  0.07302  -2.26239  -2.17648  0.0264
S  -1.14890  6.90489  0.78392  0.0000
C  2.52391  -2.61289  -3.42191  0.0086
O  1.22582  -2.56851  3.09354  0.1564
O  -1.43411  7.36398  -0.56569  0.0000
C  1.38970  -2.33625  -4.18394  -0.0072
C  -4.16254  4.39437  0.91248  0.0000

Results
total energy = -147524.852 eV
HOMO-LUMO gap (alpha / beta) = 6.7020 / 7.0196 eV
expectation value of S² = 3.77
net charge = -2
largest force on an atom = 0.0080 Eh/bohr
multiplicity = 4



Density functional theory data (the ωB97M-V functional and the def2-TZVPD basis) for a molecular structure, C38H54Cl3O2P3PdSi at a distorted geometry.

Each line ends with the Löwdin spin population.
Element x y z (Å)
H  -2.64522  -1.45841  3.19062  0.0000
H  -2.08362  3.85534  0.50464  0.0008
C  4.29872  3.17959  0.34522  0.0116
H  -4.40142  -2.46931  -0.93410  0.0000
Si  -0.12659  1.72691  -0.21520  0.3151
C  1.44249  0.83244  3.35679  0.0428
H  0.22749  -3.55992  3.81045  0.0000
H  2.96504  -2.41750  -2.98037  0.0000
C  -2.04909  1.28199  -2.21050  0.0338
H  -3.45136  -0.18391  1.69444  0.0008
C  2.40185  -0.29948  -2.77363  0.0762
C  -2.06483  3.16002  1.33718  0.0104
H  5.30677  3.53929  0.50268  0.0003
H  3.83869  -1.86721  1.34751  0.0007
H  -6.02712  1.06869  -0.66328  0.0042
P  0.10162  -0.10032  2.45135  0.2412
H  -1.28791  4.49237  -4.24338  0.0001
H  -1.01486  -2.11564  -2.72593  0.0020
H  1.48451  -2.34713  4.00131  0.0000
H  -3.42000  0.82070  -3.81073  0.0003
C  -2.07246  1.36884  3.45739  0.0070
C  -1.18061  1.18902  2.40329  0.0252
O  1.62982  -2.71725  -0.03883  0.1339
H  -3.87631  -1.04199  -2.91138  0.0117
H  -5.15892  0.21277  1.50735  -0.0001
P  2.62718  -0.32099  -0.92665  0.4643
H  -3.65056  2.56812  4.26926  0.0004
H  -1.79457  -2.09824  1.77559  0.0013
Cl  2.14571  -5.50191  -0.37832  0.0079
H  1.26777  0.62621  -4.34148  0.0008
H  4.94283  -0.48609  1.14519  -0.0001
C  2.20023  -1.71565  -3.30998  0.0038
Cl  0.12064  -4.95288  -2.36443  0.0029
C  1.29062  0.62329  -3.25069  0.0133
C  3.21491  4.01196  0.58649  0.0378
C  1.92702  3.53069  0.40243  0.0225
C  -2.94415  3.34104  2.39573  0.0043
H  -0.06915  4.04688  -2.14850  0.0013
C  -2.95519  2.43935  3.45032  0.0061
C  -5.22230  0.55952  -1.19598  0.0185
H  2.87310  -0.71458  3.90928  0.0000
C  4.63095  -1.44395  0.73026  0.0014
H  -3.70430  1.53516  -0.03093  0.0000
H  0.12686  1.68071  4.88839  0.0003
H  1.43480  1.65078  -2.91786  0.0005
C  0.61657  -2.62604  3.40550  0.0044
H  1.84305  1.69182  5.26858  0.0043
H  0.94880  0.18349  5.37917  0.0006
C  0.56234  -4.79930  -0.65167  0.0108
H  5.48340  -2.12101  0.78537  -0.0002
C  1.69570  2.24189  -0.07912  0.1220
H  -2.93863  2.85143  -5.08183  0.0009
Cl  -0.64602  -5.58473  0.36575  0.0032
H  -2.08769  0.67387  4.28845  0.0003
H  -0.63264  -1.21566  4.46672  0.0079
C  0.56160  -3.27770  -0.32568  0.0292
H  -4.53046  -1.28857  0.83154  0.0002
O  -0.56425  -2.70625  -0.37232  0.1740
H  5.60786  0.03910  -1.68843  0.0003
C  4.16885  -1.34474  -0.72303  0.0467
H  6.16575  -1.60521  -1.43221  0.0036
H  -5.03637  1.11690  -2.11309  0.0003
C  1.04694  1.10615  4.80569  0.0174
C  -1.09145  2.19731  -1.74794  0.0399
C  2.80845  1.39658  -0.33634  0.0821
H  2.21806  -1.69164  -4.39998  0.0006
H  1.22684  -2.10454  -3.00420  0.0011
C  -1.49655  3.59393  -3.67771  0.0039
P  -2.49830  -0.15638  -1.17124  0.3168
H  0.32067  0.26666  -2.90198  0.0097
C  -3.05200  -1.48174  -2.34391  0.0590
C  -1.17178  2.08727  1.32007  0.0337
C  -1.90091  -1.82595  -3.29223  0.0032
C  -0.47897  -1.55160  3.43865  0.0424
H  3.36591  0.10109  -3.10581  0.0169
H  0.94958  -2.81463  2.38197  0.0016
C  2.80731  0.16070  3.26372  0.0040
H  1.47953  1.77940  2.80843  -0.0001
C  -0.82310  3.34582  -2.49020  0.0154
H  5.03871  -1.26187  -2.73118  0.0007
H  3.58309  0.85833  3.58285  0.0001
H  3.02305  -0.14141  2.24273  0.0024
C  4.09654  1.87953  -0.08492  0.0302
H  -2.17919  -2.67693  -3.91495  0.0002
Pd  0.05733  -0.67503  -0.00612  1.2997
H  -2.78001  -3.18045  -1.01712  0.0011
C  -1.80351  -2.06802  2.86754  0.0024
H  -3.62688  4.18071  2.39454  0.0002
H  -1.97886  -3.08489  3.21972  0.0000
C  -2.69979  1.52647  -3.41874  0.0088
H  3.78595  -2.33232  -0.98699  0.0014
C  -4.29690  -0.23922  1.01424  0.0044
C  -3.57211  -2.71194  -1.59829  0.0031
H  4.95775  1.24713  -0.23339  0.0015
C  5.29809  -1.00385  -1.70590  0.0216
C  -2.42566  2.67740  -4.14528  0.0110
H  -1.64596  -0.99404  -3.94878  -0.0001
H  -3.93401  -3.44156  -2.32340  0.0001
H  1.08356  4.17319  0.63260  0.0020
H  3.36984  5.02779  0.92510  0.0022
C  -3.99990  0.51416  -0.27995  0.0447
H  -5.57829  -0.44017  -1.44603  0.0006

Results
total energy = -121153.868 eV
HOMO-LUMO gap (alpha / beta) = 6.7286 / 5.0376 eV
energy relative to the best compared isomer or geometry (same formula, charge and spin) = 2.70 kJ/mol
expectation value of S² = 6.02
net charge = +2
largest force on an atom = 0.0251 Eh/bohr
multiplicity = 5



Density functional theory data (the ωB97M-V functional and the def2-TZVPD basis) for a gas-phase ion, C5H15N6O2 (charge +1) at a distorted geometry.

Each line ends with the natural charge from an NBO analysis.
Element x y z (Å)
N  -2.71445  -0.08404  -0.25590  -0.4520
C  -1.40432  0.29627  -0.64472  0.3586
H  2.06196  0.16809  1.87275  0.2141
H  1.30648  -0.32026  -0.98809  0.2081
N  -1.00782  -0.29609  -1.90194  -0.8600
H  -0.07112  -1.99579  -0.75841  0.4508
N  -1.41876  1.71402  -0.54995  -0.4587
H  -3.56962  0.45778  -0.41411  0.4255
O  -1.10255  3.53899  0.63848  -0.2936
H  -0.82221  -0.04702  1.33089  0.2566
H  -1.18823  2.25038  -1.37366  0.3909
H  -1.83025  -0.22964  -2.65036  0.4082
H  1.00613  1.25250  -0.15992  0.2267
H  -0.32848  0.31624  -2.42422  0.3956
C  2.17489  -0.25757  0.96290  -0.3606
O  -3.86249  -1.31524  1.21980  -0.2453
H  0.34187  -2.14099  0.88526  0.4506
H  -1.43609  -1.94097  0.30858  0.4412
N  -2.85088  -1.15393  0.61048  0.2013
N  -1.26967  2.34810  0.61888  0.2297
C  -0.40405  -0.21745  0.34925  -0.0451
N  -0.41688  -1.77413  0.20955  -0.7487
C  3.66883  0.07270  0.55447  -0.6034
C  1.07613  0.22108  -0.02650  -0.4099
H  1.90119  -1.35694  1.12423  0.1493
H  3.94163  -0.16072  -0.46186  0.2140
H  4.40189  -0.43936  1.22311  0.2363
H  3.81689  1.09399  0.70099  0.2197

Results
SMILES = CCC[C@H]([NH3+])C(N)(NN=O)NN=O
total energy = -18451.798 eV
HOMO-LUMO gap = 9.4488 eV
energy relative to the best compared isomer or geometry (same formula, charge and spin) = 41.27 kJ/mol
net charge = +1
largest force on an atom = 0.0981 Eh/bohr



Density functional theory data (the ωB97M-V functional and the def2-TZVPD basis) for a molecular structure, C23H44BrCoN3O3SeSi.

Each line ends with the Löwdin spin population.
Element x y z (Å)
Br  -1.73141  -1.28532  -0.46583  0.4892
C  -0.66301  0.93928  3.06808  0.0040
Se  2.20202  -1.84745  -2.89074  0.0081
H  -6.02165  -4.62094  -3.35210  0.0001
H  -1.73526  2.67041  1.60550  0.0013
H  -2.24990  -5.37337  1.67774  0.0002
H  -3.69848  -5.63959  -1.72439  0.0000
H  -4.95820  -1.29106  2.18950  0.0001
H  -5.83453  0.03383  1.44790  0.0001
H  -4.18938  -0.31558  0.92717  0.0028
H  2.30426  1.09496  -1.47914  0.0001
H  -5.06199  -3.36852  2.69120  0.0000
H  -1.92119  1.67416  0.15169  0.0008
C  -2.53674  -4.78013  0.80343  0.0039
C  -5.73121  -1.68637  0.16131  0.0012
H  -1.60657  1.24203  3.51558  0.0016
H  0.68664  2.89858  1.15185  0.0000
C  2.03757  1.73589  -0.64586  0.0039
C  -5.12762  -0.77731  1.24961  0.0027
H  -6.75287  -3.46628  -2.24952  0.0000
H  2.23242  2.77099  -0.92303  0.0018
O  -0.84968  0.77289  1.64250  0.0623
C  0.00701  2.58198  0.35948  0.0044
C  -6.08813  -0.81462  -1.04558  0.0006
C  -3.50180  -4.74817  -2.31702  0.0002
H  -3.38262  -2.82477  2.51752  0.0001
C  2.87266  -0.36150  2.26740  0.0034
H  -1.83227  -3.94517  0.72146  0.0039
O  2.17932  0.14499  1.10370  0.0522
H  2.72737  2.12128  1.38179  0.0005
H  2.37760  -1.27322  2.58157  0.0001
C  2.36108  -4.73039  -0.24551  -0.0040
H  0.10360  1.68617  3.27543  0.0004
H  -2.48933  -4.39203  -2.10984  0.0002
N  2.64946  -3.43610  -2.34486  0.0078
C  1.57564  -2.45026  -0.55680  0.0079
H  -6.79775  -3.02014  1.57418  0.0000
H  -2.42314  -5.41482  -0.06934  0.0000
H  -6.61955  -1.36505  -1.82012  0.0000
C  -4.05649  -3.67906  2.41606  0.0001
H  -4.66418  -6.21551  1.72684  0.0001
H  0.70213  -3.42258  2.42401  0.0010
H  -7.47844  -3.01880  -0.06319  0.0000
C  2.23882  -3.58949  -1.09234  0.0033
H  -0.21935  3.42975  -0.28578  0.0020
H  2.86332  -5.62533  -0.59201  0.0001
C  -4.55643  -3.65158  -2.10911  0.0008
O  0.62768  1.52870  -0.41491  0.0709
C  -3.98541  -4.30384  1.01582  0.0008
H  -3.35646  -1.93607  -2.81252  0.0055
H  1.87355  -5.47608  1.68759  0.0010
Si  -4.59157  -3.10658  -0.31107  0.0063
Co  0.26682  -0.41147  0.27192  3.0593
H  3.90977  -0.57290  2.01276  0.0009
H  -3.52703  -5.05883  -3.36547  0.0000
H  2.83593  0.37456  3.07009  0.0007
C  1.14419  -3.46350  1.43485  0.0069
H  -5.21432  -0.33176  -1.48724  0.0006
C  2.78303  1.35390  0.60726  0.0043
H  -4.07319  -2.92676  -4.07256  0.0003
H  -5.08353  -1.80488  -3.18482  0.0000
C  -4.25490  -2.49909  -3.08213  0.0054
C  -5.97128  -4.22319  -2.33312  0.0004
H  -4.90124  -6.03553  -0.00722  0.0000
C  -1.22976  1.97246  0.93914  0.0032
H  3.83548  1.18377  0.37450  0.0011
C  1.81183  -4.64245  1.00120  0.0058
H  -5.99169  -5.22391  1.12875  0.0000
N  1.03300  -2.38567  0.68760  0.0980
N  1.43988  -1.39597  -1.33295  0.0574
H  -6.76075  -0.02290  -0.70316  0.0000
C  -6.99202  -2.40150  0.69674  0.0005
H  -6.20923  -5.05089  -1.65891  0.0000
H  -7.71414  -1.63597  0.99751  0.0002
H  -3.74765  -4.43432  3.14502  0.0000
C  -4.95178  -5.50656  0.94462  0.0005
H  -0.36127  -0.02336  3.47052  0.0001

Results
total energy = -216043.507 eV
HOMO-LUMO gap (alpha / beta) = 7.3496 / 4.6553 eV
expectation value of S² = 6.01
net charge = +3
largest force on an atom = 0.0143 Eh/bohr
multiplicity = 5